A molecular structure, C44H106N7O12V in a non-equilibrium geometry. Source: the Open Molecules 2025 dataset; level of theory: the ωB97M-V functional and the def2-TZVPD basis.

Structure (XYZ):
```
170
Properties=species:S:1:pos:R:3:forces:R:3
O -0.5244 4.1761 2.0497 -3.17 -0.30 -4.06
V -1.5467 4.0592 0.7222 3.31 0.23 3.74
O -2.3404 5.4016 0.6221 0.40 -0.85 -0.09
C 2.0840 0.0496 0.9161 -1.18 0.06 -0.63
C 0.7375 -0.2485 0.2089 -1.03 0.38 0.45
O -0.1937 0.7713 0.1695 0.03 1.30 0.03
H 2.7383 -0.8217 0.9462 0.08 -0.02 -0.15
H 1.8789 0.3726 1.9367 0.11 0.20 -0.04
H 2.5030 0.8538 0.3114 0.47 0.10 0.36
H 0.1773 -1.0367 0.7118 0.29 -0.87 0.52
H 0.8825 -0.6457 -0.7958 0.55 -0.14 -0.50
C -5.7450 3.7448 3.5685 -0.05 0.97 0.93
C -4.8123 2.5879 3.7436 -0.60 -1.39 -0.88
C -5.5166 1.3094 4.3694 -0.50 -0.84 -0.75
O -6.0993 1.4033 5.6289 0.46 2.92 2.06
C -6.3042 0.2177 6.3360 -0.36 -0.55 -1.51
N -4.2861 2.3422 2.3572 0.29 -0.76 0.17
H -5.2422 4.4515 2.9082 -0.07 0.25 0.18
H -5.8293 4.1657 4.5704 -0.44 0.47 -0.14
H -6.7464 3.5861 3.1683 0.08 -0.57 0.01
H -3.9895 2.9515 4.3593 0.10 -0.41 0.06
H -4.9088 0.4046 4.3736 0.89 0.12 -0.26
H -6.3909 1.0069 3.7929 0.11 0.25 -1.33
H -6.8208 0.3227 7.2900 0.55 0.67 0.05
H -5.3547 -0.3150 6.3874 -0.07 -0.37 0.42
H -7.0214 -0.3235 5.7188 -0.01 -0.92 0.00
H -3.8836 1.4265 2.2172 0.77 -0.38 0.65
H -5.0480 2.2108 1.7073 -0.71 0.64 -0.13
C 2.7508 5.8535 -0.3631 0.54 -0.32 0.88
C 1.5783 6.3418 -1.1452 0.48 1.04 -0.06
C 1.9825 7.1810 -2.3935 -0.78 0.36 1.25
O 0.7903 7.5922 -3.0845 0.36 0.65 -0.37
C 0.1269 8.7601 -2.5579 0.29 -0.38 0.03
N 0.7383 5.2487 -1.5853 -0.07 -0.19 -0.50
H 3.4002 5.1064 -0.8194 -0.09 0.07 -0.51
H 2.3563 5.3686 0.5299 0.12 0.00 0.18
H 3.3683 6.6931 -0.0441 0.08 0.00 0.04
H 1.0203 6.9271 -0.4143 -0.26 0.45 -0.32
H 2.6221 6.5663 -3.0269 -0.39 -0.12 -0.44
H 2.5994 8.0336 -2.1096 -0.09 0.29 0.10
H 0.6787 9.6983 -2.6165 0.86 -0.22 0.09
H -0.1430 8.5750 -1.5181 -0.26 0.17 0.01
H -0.7425 9.0134 -3.1646 -0.19 -0.78 0.02
H 0.2657 5.6843 -2.3644 -1.27 0.07 -0.09
H 1.4111 4.7462 -2.1464 0.13 -1.39 0.11
C -3.3925 3.2760 -5.1973 0.08 0.81 -0.34
C -3.1264 4.3436 -4.1095 -0.82 -1.37 -0.71
C -4.1725 5.4564 -4.1304 1.38 1.69 -0.80
O -3.9169 6.2565 -5.3314 0.29 -2.04 0.42
C -4.6326 7.4283 -5.4893 -0.33 0.57 0.52
N -3.2571 3.6597 -2.8036 0.41 1.21 0.14
H -4.3412 2.7813 -4.9892 -0.09 -0.04 -0.09
H -2.6105 2.5187 -5.2526 0.08 0.02 0.26
H -3.4344 3.7464 -6.1796 -0.15 -0.02 -0.10
H -2.1605 4.7973 -4.3317 0.12 0.01 0.61
H -3.9594 6.1044 -3.2803 -0.11 0.05 0.32
H -5.2082 5.1296 -4.0375 -0.17 -0.25 -0.39
H -5.6699 7.2890 -5.1848 -0.30 0.13 -0.24
H -4.5547 7.7757 -6.5195 -0.15 -0.32 -0.07
H -4.2188 8.2326 -4.8810 0.07 0.18 0.33
H -2.6929 2.8227 -2.7680 -0.07 -0.20 -0.19
H -4.2335 3.4016 -2.8145 -0.08 -0.55 0.59
C -1.7856 -3.8157 5.9625 1.00 -0.34 0.51
O -0.7404 -2.8762 6.0619 -0.56 1.15 -1.84
C -1.0268 -1.6905 5.2618 1.56 0.30 1.92
C 0.2280 -0.7688 5.4151 0.74 -0.43 -0.32
N 0.3934 -0.3962 6.8110 -0.73 0.79 0.93
C 1.4838 0.5532 7.1475 0.98 -1.95 0.05
C 2.9294 -0.0424 6.8022 -0.41 1.46 -0.14
O 3.3127 -1.2148 7.4845 -0.13 -1.09 0.50
C 4.5283 -1.8274 6.9909 -0.89 1.07 -0.77
H -1.4323 -4.5788 6.6559 -0.67 -0.27 0.08
H -1.8537 -4.2755 4.9766 -0.07 0.10 -0.29
H -2.7502 -3.3963 6.2484 -0.15 -0.01 0.15
H -1.8493 -1.1885 5.7712 -0.33 0.27 0.04
H -1.3639 -1.8579 4.2388 0.48 -0.43 -0.18
H 0.1682 0.1559 4.8411 -0.41 -0.01 -0.73
H 1.1681 -1.2360 5.1217 -0.31 -0.55 -0.42
H -0.4104 0.2139 6.8536 -0.57 -0.08 1.15
H 1.5259 0.7894 8.2108 -0.39 -0.78 0.38
H 1.1940 1.5387 6.7830 1.07 0.26 -1.08
H 3.6375 0.7281 7.1071 0.16 0.42 -0.22
H 3.0246 -0.1636 5.7231 0.01 -0.16 -0.22
H 5.3556 -1.1182 7.0197 0.15 0.13 0.22
H 4.3731 -2.0701 5.9397 0.04 -0.13 -0.24
H 4.8243 -2.7502 7.4897 -0.59 0.27 0.49
C -7.0399 -4.6793 -1.3582 0.57 0.32 0.24
O -6.7595 -3.5170 -0.6236 -1.48 0.90 1.06
C -5.6677 -3.5635 0.2683 0.66 0.14 -0.33
C -5.3706 -2.1664 0.8396 -1.54 -0.27 -0.27
N -4.7821 -1.2413 -0.0785 0.72 0.38 1.05
C -5.4774 -0.9483 -1.3451 0.49 0.10 1.90
C -6.7276 -0.0861 -1.1112 -0.18 -0.71 0.16
O -6.4326 1.2505 -0.8400 0.30 0.74 0.32
C -7.5882 2.0966 -0.8147 1.55 -0.04 -0.86
H -6.1262 -4.8067 -1.9387 -0.14 -1.06 -0.40
H -7.9013 -4.5264 -2.0084 0.16 0.38 -0.02
H -7.3109 -5.5063 -0.7019 0.41 -0.33 0.00
H -4.8321 -3.9260 -0.3304 0.66 0.14 0.01
H -5.7144 -4.2690 1.0979 -0.85 -0.35 0.10
H -4.9064 -2.2804 1.8192 1.01 0.11 -0.36
H -6.2885 -1.6835 1.1749 -0.72 -0.44 -0.14
H -3.7749 -1.3076 -0.0423 -0.12 0.20 -0.83
H -5.8152 -1.8948 -1.7671 0.18 0.30 -0.68
H -4.6962 -0.4094 -1.8813 -0.53 -0.05 -0.74
H -7.3560 -0.4471 -0.2970 0.21 -0.57 0.36
H -7.3926 -0.2237 -1.9638 0.02 0.42 -0.63
H -7.1784 3.1038 -0.8904 -0.15 0.11 -0.04
H -8.1797 2.0723 0.1005 -0.21 -0.59 -0.08
H -8.0880 1.8524 -1.7520 -0.91 0.32 0.29
C 5.1265 -0.4454 -3.9086 -1.07 -2.11 0.35
C 5.3555 0.8573 -4.5795 0.23 0.33 -0.02
C 6.3577 0.5353 -5.7665 0.19 0.98 -0.01
C 5.7889 0.2577 -7.1984 -0.12 -0.15 1.78
C 4.5393 1.1175 -7.5037 1.05 -1.17 0.26
C 3.4322 1.0250 -6.4234 0.61 0.51 0.00
N 4.0602 1.4603 -5.1091 1.60 0.69 -1.75
O 3.1048 1.7896 -4.1487 0.35 -0.54 0.07
C 2.3211 2.0146 -6.7843 0.02 1.29 0.66
C 2.7792 -0.3393 -6.3379 -0.06 -1.08 0.45
C 6.0277 1.8358 -3.5296 -0.44 0.84 -1.47
H 5.9949 -0.9388 -3.4720 0.29 0.54 0.15
H 4.7973 -1.1750 -4.6485 -0.12 -0.10 -0.13
H 4.3423 -0.4624 -3.1517 -0.01 0.35 0.24
H 7.1083 1.3247 -5.7263 -0.16 0.44 -0.58
H 6.9660 -0.3308 -5.5056 -0.25 -0.18 0.33
H 5.6210 -0.8191 -7.1774 -0.75 -0.09 -0.28
H 6.5765 0.3386 -7.9476 -0.02 0.53 -0.01
H 4.1811 0.7466 -8.4640 -0.44 0.36 -0.08
H 4.9359 2.1277 -7.6054 -0.54 0.25 0.00
H 1.4913 2.0275 -6.0777 -0.08 -0.59 0.01
H 2.6872 3.0338 -6.6604 0.36 0.11 -0.25
H 1.9095 1.9458 -7.7913 0.27 -0.46 -0.04
H 2.1189 -0.3455 -5.4707 -0.10 -0.07 0.19
H 2.1309 -0.6448 -7.1592 0.07 0.52 -0.35
H 3.4661 -1.1756 -6.2083 0.20 0.15 0.03
H 5.3216 2.2246 -2.7960 -0.10 -0.44 0.07
H 6.3684 2.7187 -4.0706 -0.19 0.23 -0.25
H 6.9513 1.5223 -3.0429 -0.29 -0.85 0.01
H 2.6863 0.9433 -3.9752 -0.55 -0.24 0.66
C 4.8775 -8.8724 3.4080 -2.50 -0.54 0.86
C 4.3486 -7.4701 3.0077 1.58 1.12 -1.02
C 5.6669 -6.5781 2.8931 -1.81 -0.08 0.83
C 5.3193 -5.2394 2.2935 0.57 -0.25 -1.46
C 4.7791 -5.4367 0.8580 0.38 1.24 0.66
C 3.5261 -6.3213 0.7702 0.01 1.14 0.44
N 3.7267 -7.4896 1.6482 0.70 -0.48 -0.20
O 2.5627 -8.3121 1.5830 0.12 0.24 0.49
C 2.2373 -5.4913 1.0146 -0.06 -0.30 0.39
C 3.4886 -6.7848 -0.6448 0.10 -0.85 -1.86
C 3.3998 -6.8793 4.0861 -0.49 -1.34 -0.28
H 3.9530 -9.4073 3.6255 -0.26 -0.48 -0.03
H 5.3250 -8.8889 4.4018 0.53 0.47 -0.18
H 5.3890 -9.5631 2.7376 0.37 0.89 -0.44
H 6.0102 -6.4442 3.9189 0.08 -0.06 0.15
H 6.4706 -7.0890 2.3630 -0.24 -0.05 -0.30
H 6.2340 -4.6523 2.2114 -0.03 0.30 0.12
H 4.5861 -4.6603 2.8547 0.09 -0.17 0.26
H 5.5502 -5.6938 0.1317 0.29 -1.02 0.39
H 4.6212 -4.4263 0.4810 -0.95 0.16 0.00
H 2.2001 -5.0824 2.0243 0.01 0.12 -0.01
H 2.1262 -4.6802 0.2949 0.42 0.13 0.03
H 1.3365 -6.0871 0.8677 0.12 -0.32 0.19
H 2.6248 -7.3685 -0.9628 -0.14 -0.31 0.51
H 3.4851 -5.9936 -1.3945 0.07 0.59 0.37
H 4.3952 -7.3467 -0.8694 -0.02 -0.30 0.06
H 3.7643 -7.1610 5.0740 0.21 0.72 0.16
H 2.4317 -7.3789 4.0498 -0.03 -0.52 -0.30
H 3.0660 -5.8506 3.9500 0.89 0.21 0.20
H 2.8042 -8.9601 0.9171 -0.01 -0.20 0.00
```
Positions in Å, forces in eV/Å.

The LUMO energy is -2.55 eV. Its gap between HOMO and LUMO is 3.9 eV. Its total energy is -108018.343 eV. For the largest force on an atom, the calculation gives 0.100 hartree/bohr.